Record 1
{"formula": "C26H55O20Zn", "method": "ωB97M-V/def2-TZVPD", "charge": 1, "fmax_ev_per_a": 7.183, "spin_multiplicity": 1, "species": ["Zn", "C", "C", "O", "O", "H", "H", "H", "C", "O", "C", "C", "O", "C", "C", "O", "C", "H", "H", "H", "H", "H", "H", "H", "H", "H", "H", "H", "H", "H", "H", "C", "O", "C", "C", "O", "C", "C", "O", "C", "H", "H", "H", "H", "H", "H", "H", "H", "H", "H", "H", "H", "H", "H", "C", "O", "C", "O", "O", "C", "H", "H", "H", "H", "H", "H", "C", "O", "C", "O", "O", "C", "H", "H", "H", "H", "H", "H", "C", "O", "C", "O", "O", "C", "H", "H", "H", "H", "H", "H", "C", "O", "C", "O", "O", "C", "H", "H", "H", "H", "H", "H"], "xyz": [[2.351, -4.716, -3.768], [0.037, 0.303, -1.259], [0.595, -0.960, -1.874], [0.874, -1.101, -3.098], [0.871, -1.960, -1.191], [-1.034, 0.165, -1.109], [0.314, 1.094, -1.955], [0.564, 0.547, -0.336], [1.605, 6.121, 0.059], [0.515, 5.367, 0.502], [-0.007, 5.865, 1.681], [-0.891, 7.058, 1.423], [-1.791, 7.134, 0.351], [-2.925, 6.284, 0.553], [-3.407, 5.534, -0.756], [-3.434, 6.409, -1.972], [-4.315, 7.466, -1.874], [1.848, 5.721, -0.925], [2.473, 5.958, 0.698], [1.377, 7.181, -0.055], [0.771, 6.004, 2.433], [-0.588, 5.079, 2.163], [-0.148, 7.808, 1.151], [-1.327, 7.355, 2.377], [-3.781, 6.836, 0.943], [-2.604, 5.472, 1.207], [-4.320, 4.959, -0.602], [-2.641, 4.811, -1.036], [-4.997, 7.237, -1.055], [-4.916, 7.568, -2.778], [-3.851, 8.426, -1.644], [1.245, -3.435, 6.617], [0.708, -2.127, 6.803], [0.359, -1.478, 5.604], [-0.114, -0.070, 5.901], [0.920, 0.777, 6.502], [0.992, 0.881, 7.887], [1.720, 2.124, 8.270], [1.039, 3.252, 7.791], [1.723, 4.461, 8.073], [1.469, -3.823, 7.611], [2.162, -3.321, 6.038], [0.671, -4.110, 5.984], [-0.404, -2.071, 5.101], [1.284, -1.412, 5.032], [-0.976, 0.067, 6.553], [-0.383, 0.249, 4.894], [1.438, -0.036, 8.274], [0.014, 0.960, 8.363], [2.621, 1.768, 7.771], [1.919, 2.270, 9.332], [2.663, 4.561, 7.531], [1.912, 4.576, 9.140], [1.102, 5.317, 7.809], [-2.342, -7.210, -1.760], [-3.077, -6.517, -2.798], [-2.624, -5.856, -3.808], [-1.457, -5.930, -4.202], [-3.533, -4.950, -4.170], [-3.444, -4.312, -5.445], [-2.262, -6.682, -0.810], [-1.333, -7.373, -2.139], [-2.947, -8.083, -1.514], [-3.821, -3.290, -5.407], [-3.998, -4.871, -6.199], [-2.383, -4.343, -5.695], [-6.835, 0.866, 5.023], [-6.535, 0.632, 3.687], [-6.250, -0.602, 3.295], [-6.209, -1.601, 4.022], [-6.046, -0.509, 1.928], [-5.855, -1.678, 1.174], [-6.184, 1.686, 5.326], [-6.686, -0.017, 5.645], [-7.885, 1.158, 5.035], [-6.447, -1.678, 0.258], [-6.217, -2.494, 1.800], [-4.811, -1.904, 0.960], [8.874, -3.983, -3.455], [8.498, -2.762, -2.942], [7.208, -2.315, -3.019], [6.204, -2.930, -3.386], [7.271, -1.122, -2.582], [6.188, -0.238, -2.355], [9.956, -4.102, -3.517], [8.478, -4.072, -4.467], [8.593, -4.831, -2.830], [5.575, -0.026, -3.232], [6.559, 0.752, -2.089], [5.499, -0.667, -1.628], [3.756, -2.162, -8.748], [3.166, -3.122, -9.585], [2.523, -4.125, -9.131], [2.600, -4.574, -7.920], [1.821, -4.695, -10.050], [0.992, -5.810, -9.806], [4.684, -2.461, -8.261], [3.084, -1.857, -7.946], [4.087, -1.234, -9.214], [0.005, -5.644, -10.238], [0.786, -6.142, -8.789], [1.476, -6.724, -10.149]], "atomic_forces_ev_per_a": [[-0.2247, 0.4990, -0.1399], [0.8541, -0.5676, -1.0104], [-0.3668, 1.4065, 1.3245], [0.1733, -0.8398, 0.1997], [0.2457, -0.6881, -0.6657], [0.0697, 0.3248, -0.0346], [-0.6175, 0.2902, -0.1020], [-0.1614, -0.3823, 0.1794], [0.3597, -0.3943, -0.8740], [0.1716, -0.6526, -0.4092], [-1.5669, -1.5189, 0.3761], [1.6206, 2.0100, 0.4703], [-0.8360, -1.3911, -0.0901], [-0.2127, -0.8453, -1.5196], [1.9974, 1.7290, -1.1866], [0.6619, -2.0768, 1.4957], [-1.1786, 0.3640, 0.6947], [0.0979, 0.1678, -0.0563], [0.1261, 0.2365, 0.2328], [0.0752, 0.0617, 0.0914], [0.1792, 0.9277, 0.0351], [-0.2212, -0.4833, -0.3058], [-0.2912, 0.6250, 0.2153], [-0.3197, 0.1535, 0.1046], [0.1893, 0.1823, 0.3906], [-0.4929, -0.0207, 0.3731], [-0.4120, 0.4881, 0.0532], [0.0844, 0.0265, 0.0775], [-0.4803, 0.3756, 0.0422], [0.1245, -0.0331, -0.1609], [0.3263, 0.0303, -0.0458], [0.6292, 1.0885, -0.3100], [-0.4461, -0.8684, 0.5933], [0.5158, -0.1240, 1.4975], [0.8539, 0.5843, 0.8227], [-0.4462, -0.3341, -2.3257], [-2.2292, -0.8977, 1.3811], [0.6699, -0.7068, -0.5393], [0.4062, 0.3880, -0.3385], [-0.2384, 0.1712, 0.0918], [-0.1576, -0.1785, -0.2641], [0.5649, -0.0749, 0.1634], [-0.7801, -0.0216, 0.3783], [-0.1819, 0.1528, -0.4287], [-0.0442, 0.1217, -0.6573], [-0.2610, -0.7013, -0.1058], [0.1553, 1.0182, 0.0991], [0.3864, 0.1655, 0.4185], [-0.6976, -0.2990, -0.2884], [1.2535, 1.7762, -0.3070], [-0.0567, -0.5582, 0.1965], [0.1431, -0.2214, -0.0728], [0.1855, -0.2099, 0.2377], [-0.2331, -0.2706, -0.2489], [0.3461, 0.0741, -0.8400], [-2.0254, -0.5848, 1.9397], [3.0469, 1.2546, 0.0974], [-1.2992, 0.1340, -0.2724], [-0.8953, -0.4600, 0.0292], [1.0865, -0.4414, -0.3527], [-0.2696, 0.8156, -0.3760], [-0.1442, -0.6006, 0.1305], [0.4553, -0.2295, -0.4787], [0.0436, -0.2195, 0.4077], [-0.0989, -0.0614, 0.1649], [-0.0627, 0.3778, -0.4013], [-0.3796, 0.2587, 1.0600], [0.6412, -0.6700, -1.7652], [0.0022, -1.5479, 0.1911], [0.0700, 2.0692, -2.2096], [-0.0689, 0.7415, 1.4415], [-0.3483, -1.6187, 0.8164], [-0.2336, -0.0342, 0.3007], [0.0606, 0.0906, -0.0768], [0.0691, 0.1429, 0.3986], [0.0748, 0.4747, 0.0943], [0.0125, -0.3499, -0.2262], [0.1095, 0.4431, -0.0301], [0.0372, -1.8050, -1.0489], [-0.9028, 1.4167, 0.6115], [-0.5410, -2.9538, -0.7849], [1.6489, 0.6841, 0.4140], [0.6104, 3.0212, 0.8426], [-1.2469, -0.0560, -0.4454], [0.0560, 0.8328, 0.0659], [-0.0696, -0.4219, 0.0197], [-0.6055, 0.0657, 0.0133], [0.2166, -0.5152, -0.4677], [0.4150, -0.5027, 0.4727], [0.2393, 0.1755, 0.3033], [0.7888, 0.8994, 1.9604], [0.8540, 1.9446, -1.8766], [0.1447, -3.2031, 6.4280], [-0.3254, 1.8701, -3.7607], [-0.6722, 0.1441, -1.2113], [-0.5535, -1.6723, 0.6699], [-0.1317, -0.8916, -0.0495], [-0.2253, -0.2401, -0.0666], [-0.6865, -0.3889, -1.1119], [0.4093, 0.0813, -0.4692], [0.4039, 1.1798, 0.5803], [-0.0221, 0.2719, -0.8803]]}

Record 2
{"formula": "C37H32BaN7O4P2", "method": "ωB97M-V/def2-TZVPD", "charge": 1, "fmax_ev_per_a": 0.887, "relative_energy_kj_mol": 135.1, "spin_multiplicity": 1, "species": ["Ba", "O", "P", "C", "P", "O", "C", "C", "C", "C", "C", "C", "C", "C", "C", "C", "C", "C", "C", "C", "C", "C", "C", "C", "C", "C", "C", "C", "C", "C", "H", "H", "H", "H", "H", "H", "H", "H", "H", "H", "H", "H", "H", "H", "H", "H", "H", "H", "H", "H", "H", "H", "N", "C", "N", "C", "N", "C", "C", "N", "C", "C", "N", "H", "H", "H", "H", "H", "O", "N", "N", "O", "C", "C", "C", "C", "C", "C", "H", "H", "H", "H", "H"], "xyz": [[-0.036, 0.603, 1.719], [-2.047, 0.133, 0.221], [-2.087, -0.419, -1.176], [-0.955, 0.549, -2.250], [0.856, 0.447, -1.951], [1.172, 0.385, -0.476], [1.577, 1.916, -2.685], [1.106, 2.481, -3.869], [1.730, 3.597, -4.400], [2.824, 4.150, -3.749], [3.292, 3.593, -2.568], [2.671, 2.476, -2.031], [1.450, -1.016, -2.803], [1.263, -1.178, -4.176], [1.746, -2.308, -4.811], [2.431, -3.271, -4.078], [2.630, -3.104, -2.717], [2.139, -1.976, -2.074], [-3.700, -0.338, -1.939], [-4.409, -1.488, -2.271], [-5.675, -1.386, -2.829], [-6.235, -0.138, -3.057], [-5.534, 1.014, -2.719], [-4.272, 0.915, -2.162], [-1.480, -2.107, -1.218], [-1.400, -2.814, -2.416], [-0.898, -4.102, -2.447], [-0.461, -4.699, -1.272], [-0.532, -4.000, -0.076], [-1.048, -2.710, -0.041], [-1.248, 1.597, -2.132], [-1.158, 0.262, -3.287], [0.246, 2.064, -4.381], [1.362, 4.037, -5.317], [3.312, 5.023, -4.162], [4.140, 4.029, -2.059], [3.030, 2.047, -1.104], [0.751, -0.420, -4.759], [1.605, -2.432, -5.876], [2.820, -4.150, -4.576], [3.172, -3.850, -2.152], [2.295, -1.840, -1.011], [-3.988, -2.469, -2.092], [-6.223, -2.283, -3.082], [-7.221, -0.060, -3.494], [-5.976, 1.986, -2.887], [-3.747, 1.822, -1.886], [-1.735, -2.365, -3.346], [-0.840, -4.637, -3.385], [-0.065, -5.706, -1.289], [-0.185, -4.459, 0.840], [-1.072, -2.225, 0.932], [-2.493, -2.357, 5.017], [-1.490, -2.242, 4.145], [-1.422, -1.007, 3.697], [-2.439, -0.384, 4.367], [-3.113, -1.174, 5.173], [-2.781, 1.057, 4.314], [-3.849, 1.536, 5.075], [-4.167, 2.821, 5.102], [-3.410, 3.638, 4.379], [-2.347, 3.170, 3.618], [-2.035, 1.879, 3.579], [-2.791, -3.164, 5.541], [-0.835, -3.059, 3.891], [-4.448, 0.859, 5.668], [-3.647, 4.694, 4.399], [-1.739, 3.856, 3.042], [2.722, -1.398, 3.448], [1.987, -0.424, 3.236], [2.492, 0.775, 3.320], [1.634, 1.806, 3.081], [3.847, 1.131, 3.589], [4.721, 0.303, 4.294], [6.013, 0.749, 4.535], [6.435, 1.987, 4.082], [5.552, 2.804, 3.391], [4.255, 2.389, 3.147], [4.397, -0.660, 4.642], [6.696, 0.117, 5.086], [7.445, 2.322, 4.276], [5.873, 3.780, 3.049], [3.543, 3.023, 2.645]], "atomic_forces_ev_per_a": [[-0.2605, 0.2243, 0.8178], [-0.4402, -0.0356, -0.4758], [0.6253, 0.0540, 0.3380], [-0.0791, -0.0469, -0.3224], [-0.2057, -0.1695, 0.6140], [-0.0061, -0.0757, -0.8032], [-0.1100, -0.0829, -0.0636], [-0.0668, -0.0331, -0.0496], [0.0291, 0.0243, 0.0082], [0.0047, 0.0086, 0.0003], [0.0094, 0.0068, 0.0127], [0.0463, 0.0299, 0.0109], [-0.0448, 0.1447, -0.1407], [-0.0346, 0.0157, 0.0046], [0.0329, -0.0283, 0.0230], [-0.0241, 0.0152, -0.0500], [0.0036, -0.0466, 0.0119], [0.0182, -0.0420, 0.1073], [0.0385, -0.0541, -0.1406], [-0.0791, -0.0866, -0.0057], [0.0001, 0.0281, 0.0020], [0.0184, 0.0038, 0.0069], [-0.0576, -0.0319, -0.0226], [-0.0016, 0.1204, 0.0203], [-0.1634, 0.0331, 0.0133], [0.0154, -0.0185, -0.2176], [0.0397, -0.0140, 0.0062], [0.0055, 0.0448, 0.0557], [-0.0274, -0.0167, -0.0330], [0.3278, -0.2985, 0.2067], [-0.0159, -0.0036, -0.0446], [0.0340, 0.0831, -0.0023], [0.0056, -0.0148, 0.0108], [-0.0049, -0.0020, -0.0041], [-0.0006, 0.0023, -0.0069], [0.0056, 0.0084, -0.0058], [-0.0234, -0.0312, -0.0029], [0.0006, 0.0087, 0.0122], [-0.0016, -0.0055, -0.0049], [0.0005, -0.0052, 0.0003], [0.0017, 0.0024, 0.0074], [-0.0171, 0.0273, -0.0096], [0.0133, 0.0383, 0.0181], [-0.0075, 0.0003, -0.0039], [-0.0046, 0.0025, 0.0012], [0.0050, 0.0070, 0.0003], [0.0452, -0.0298, 0.0107], [0.0009, 0.0547, 0.0404], [-0.0068, -0.0005, -0.0039], [0.0084, -0.0025, 0.0003], [0.0113, -0.0182, -0.0064], [-0.2643, 0.2094, -0.2773], [-0.0700, 0.1459, 0.0111], [0.1596, -0.1515, -0.0503], [-0.1883, 0.2019, 0.0292], [-0.2061, 0.1856, 0.1313], [0.0968, -0.2256, 0.0220], [0.0260, -0.0947, 0.0553], [0.0428, -0.0075, -0.0631], [-0.0050, 0.0252, 0.0032], [0.1347, 0.0269, -0.1072], [-0.1535, 0.0677, 0.1098], [0.0802, -0.2600, -0.1601], [0.0034, 0.0376, -0.0091], [0.0251, 0.0329, -0.0533], [0.0041, -0.0150, -0.0003], [-0.0265, -0.0050, 0.0242], [0.0337, -0.0344, -0.0242], [0.0027, -0.2089, -0.0814], [0.1852, 0.5393, 0.2036], [-0.1852, 0.2686, 0.0624], [0.3952, -0.5031, 0.1729], [0.1616, -0.0494, 0.0562], [-0.0522, 0.1210, -0.0993], [0.0473, -0.0074, 0.0179], [0.0414, 0.0191, 0.0109], [-0.0408, 0.0460, -0.0430], [0.0910, -0.1076, 0.1010], [0.0239, -0.0229, 0.0230], [-0.0172, -0.0205, 0.0038], [0.0061, -0.0101, 0.0024], [-0.0067, 0.0039, -0.0051], [-0.0087, -0.0017, -0.0080]]}

Record 3
{"formula": "C4H12N4O", "method": "ωB97M-V/def2-TZVPD", "fmax_ev_per_a": 2.870, "relative_energy_kj_mol": 339.0, "spin_multiplicity": 1, "species": ["C", "C", "N", "O", "H", "H", "H", "H", "H", "C", "N", "C", "N", "N", "H", "H", "H", "H", "H", "H", "H"], "xyz": [[1.634, 1.073, -1.310], [0.568, 1.353, -0.273], [-1.101, 0.510, -0.875], [0.199, 2.478, 0.054], [-1.724, 1.245, -0.548], [-0.977, 0.253, -1.849], [1.397, 1.649, -2.207], [1.671, 0.015, -1.574], [2.605, 1.391, -0.927], [-1.982, -0.865, 1.080], [0.592, 0.250, 0.884], [-0.893, -0.727, 0.035], [1.663, -0.632, 1.159], [-0.399, -1.764, -0.595], [0.224, 0.684, 1.730], [1.530, -1.386, 0.466], [2.541, -0.147, 0.989], [-0.811, -2.633, -0.267], [-2.299, 0.104, 1.473], [-2.844, -1.380, 0.652], [-1.590, -1.470, 1.901]], "atomic_forces_ev_per_a": [[-0.6605, -0.2908, -0.3821], [0.5712, 0.4275, 1.9480], [1.6386, -1.9069, 1.3832], [0.5288, -0.9118, -0.0913], [0.0456, -0.4270, -0.6052], [-0.7401, 0.1985, 0.2027], [0.1108, 0.0326, 0.1366], [0.0244, 0.0275, 0.0578], [-0.1039, 0.0506, 0.0461], [0.5583, 0.2593, 0.3538], [-0.7569, 1.0425, -0.4636], [-1.3059, -0.0942, -2.3793], [-0.5845, 0.4162, -0.6796], [-0.2170, 1.0776, 0.0694], [0.3622, 0.0867, -0.1183], [0.1811, 0.0666, 0.1938], [-0.0462, -0.2511, -0.0377], [0.4129, 0.1142, 0.4162], [-0.0124, -0.0973, 0.0299], [0.0990, 0.1165, -0.0963], [-0.1056, 0.0628, 0.0159]]}

Number 1: HOMO energy -10.802 eV, calculated total energy -4307.0762 Eh, Kohn-Sham gap 1.55 eV. Number 2: HOMO energy -9.459 eV, calculated total energy -2821.5337 Eh, Kohn-Sham gap 7.32 eV. Number 3: HOMO energy -8.590 eV, calculated total energy -453.7731 Eh, Kohn-Sham gap 9.47 eV.